The following is a DFT calculation (ωB97M-V/def2-TZVPD) of a molecular structure, C14H6F6FeO5.

Geometry as XYZ:
```
32
Properties=species:S:1:pos:R:3:forces:R:3
Fe -0.895429 -0.069809 0.148377 0.2 -0.5 -0.5
O -5.493937 -3.572701 -1.586143 0.0 0.0 0.0
C -4.568240 -2.902320 -1.216872 0.1 0.0 0.0
C -3.096900 -3.099849 -1.612632 -0.1 0.0 0.1
O -2.670996 -3.964310 -2.342145 0.0 0.0 0.0
C -2.382571 -2.015168 -0.928299 -0.1 0.1 0.0
C -3.262716 -1.235451 -0.176104 0.2 0.1 0.0
O -2.789886 -0.210738 0.489701 -0.2 0.0 0.1
C -4.641866 -1.683736 -0.288338 0.0 -0.1 -0.1
O -5.649896 -1.225797 0.204723 0.0 0.0 0.0
O -1.126015 -1.713160 -0.971284 -0.1 -0.1 0.1
F -0.944439 5.559392 1.883783 0.0 0.0 0.0
C -0.883229 4.490567 1.054564 0.1 0.0 0.0
C -2.041731 3.814681 0.741348 0.0 -0.1 0.0
C -1.974017 2.729244 -0.119161 0.0 0.0 0.0
C -0.745645 2.304078 -0.668610 0.1 0.2 -0.2
C -0.641648 1.144574 -1.536566 -0.1 -0.1 0.5
C 0.412979 3.025867 -0.295545 0.0 -0.1 0.0
C 0.349247 4.110757 0.550404 0.0 0.0 0.0
H -2.983328 4.130020 1.169554 0.0 0.0 0.0
H -2.880180 2.189215 -0.361251 0.0 0.0 0.0
H 0.314238 0.948107 -2.006005 0.0 0.0 -0.1
H -1.515209 0.816453 -2.089209 0.0 0.2 -0.1
H 1.372138 2.707751 -0.685317 0.0 0.0 0.0
H 1.235689 4.662255 0.833221 0.0 0.0 0.0
F 0.277062 -1.966322 1.947732 0.1 -0.1 0.0
C 0.626667 -0.734081 1.436405 -0.2 0.3 0.4
F 1.849934 -0.907766 0.827544 0.1 0.0 -0.1
C 0.894645 0.137049 2.666707 0.1 -0.1 -0.1
F -0.201346 0.199375 3.438852 0.0 0.0 0.0
F 1.193010 1.394901 2.283927 0.0 0.0 0.0
F 1.911066 -0.295272 3.432428 -0.1 0.0 0.0
```
Forces are in eV/Å.

Calculated values
F_max	0.74	eV Å⁻¹
multiplicity	6
HOMO level (alpha / beta)	-0.182 / -0.193	Ha
net charge	-1
LUMO energy (alpha / beta)	2.844 / 1.582	eV


The following is a DFT calculation (ωB97M-V/def2-TZVPD) of 2 unconnected molecules or ions with the total composition C6H7BBrFO2 at a distorted geometry.

Geometry as XYZ:
```
18
Properties=species:S:1:pos:R:3:forces:R:3
B 0.815254 1.841232 -0.309620 0.6 -0.3 4.1
C -1.310996 -1.958182 -0.116851 2.6 -1.0 -2.0
C -1.775026 -0.939633 0.643688 -2.0 2.2 2.7
C -0.170194 -1.945613 -0.880597 -1.9 1.8 2.2
C -1.164948 0.270465 0.637922 1.1 1.4 -0.3
C 0.617162 -0.725971 -0.812523 2.3 -0.2 0.0
C 0.090676 0.411934 -0.022268 -0.7 0.4 0.0
O 0.905494 2.151510 -1.584356 -0.3 0.4 -2.5
O 1.310940 2.528578 0.770245 -0.2 1.3 -3.8
F 0.730222 0.516309 2.538988 -0.1 0.3 -1.1
Br 2.388584 -1.222014 0.354841 -1.4 0.3 -0.9
H -1.824956 -2.831479 -0.134941 -1.6 -2.6 0.0
H -2.661742 -1.019532 1.358695 1.1 -0.3 -1.4
H 0.003354 -2.831506 -1.392666 1.1 -1.1 -1.1
H -1.659608 1.119089 1.126796 0.7 -0.4 0.0
H 1.211898 -0.410932 -1.721668 -1.0 -0.3 0.9
H 1.139884 2.974370 -2.037399 0.1 -0.3 0.9
H 1.354006 2.071374 1.581713 -0.5 -1.9 2.3
```
Forces are in eV/Å.

Calculated values
F_max	4.11	eV Å⁻¹
multiplicity	1
HOMO level (alpha / beta)	-0.324 / -0.313	Ha
net charge	0
LUMO energy (alpha / beta)	-2.944 / -2.976	eV